{"formula": "C33H46BrCl2F7N10O6S", "method": "the ωB97M-V functional and the def2-TZVPD basis", "species": ["C", "C", "O", "C", "C", "C", "C", "C", "C", "C", "C", "C", "C", "C", "C", "N", "C", "C", "C", "C", "Br", "C", "S", "O", "O", "C", "F", "F", "C", "F", "F", "C", "F", "F", "F", "C", "N", "C", "C", "N", "C", "C", "Cl", "C", "C", "Cl", "N", "C", "H", "H", "H", "H", "H", "H", "H", "H", "H", "H", "H", "H", "H", "H", "H", "H", "H", "H", "H", "H", "H", "H", "H", "H", "H", "H", "H", "H", "H", "H", "H", "H", "H", "H", "C", "O", "N", "N", "H", "H", "H", "H", "C", "O", "N", "N", "H", "H", "H", "H", "C", "O", "N", "N", "H", "H", "H", "H"], "coordinates": [[-1.532168, -5.213631, 3.706831], [-0.590998, -4.763826, 4.832888], [0.676692, -4.471635, 4.267280], [1.318291, -3.330530, 4.797100], [2.313376, -2.798216, 3.767194], [2.392706, -1.267315, 3.893593], [1.424717, -0.560457, 2.953842], [1.322145, 0.915353, 3.353038], [0.576555, 1.710803, 2.322885], [-0.783663, 1.936724, 2.416982], [-1.496059, 1.421450, 3.620702], [-1.813574, 2.314536, 4.637719], [-2.447270, 1.898853, 5.797808], [-2.740753, 0.541327, 5.896929], [-2.370119, -0.278507, 4.838179], [-1.775918, 0.118731, 3.716982], [-1.468200, 2.670378, 1.392695], [-2.960451, 2.830459, 1.577557], [-3.802739, 1.530595, 1.622491], [-5.223511, 1.775492, 1.151794], [-3.061072, 0.041081, 0.605595], [-0.731404, 3.213209, 0.336937], [-1.569896, 4.250672, -0.838275], [-0.693329, 4.929597, -1.743860], [-2.497664, 5.120385, -0.172927], [-2.503707, 3.087119, -1.975498], [-3.787301, 3.016553, -1.624362], [-1.896344, 1.892009, -1.878261], [-2.401178, 3.524715, -3.454021], [-1.157578, 3.399618, -3.902947], [-2.817369, 4.785368, -3.586084], [-3.320249, 2.625823, -4.389914], [-2.615328, 2.258289, -5.466795], [-4.366124, 3.292449, -4.824968], [-3.684395, 1.498854, -3.793078], [0.674049, 2.960075, 0.237009], [1.376426, 3.425966, -0.832295], [2.638433, 3.132383, -0.891867], [3.399672, 3.694847, -2.062971], [4.191042, 4.860057, -1.612794], [3.276434, 2.348850, 0.129674], [4.759697, 2.034618, -0.023209], [5.442514, 1.504506, 1.528333], [4.888169, 0.893931, -1.062148], [4.757400, -0.508178, -0.495071], [6.503399, 1.083577, -1.844794], [2.646685, 1.903237, 1.168047], [1.317694, 2.206153, 1.218330], [-2.484869, -4.694574, 3.775494], [-1.062827, -5.068748, 2.741707], [-1.749043, -6.275591, 3.827832], [-1.022128, -3.890141, 5.323508], [-0.453983, -5.577436, 5.545842], [1.838220, -3.554842, 5.734351], [0.589523, -2.538451, 5.000226], [3.290324, -3.251689, 3.901326], [1.927636, -3.028595, 2.778780], [3.410867, -0.909904, 3.744889], [2.120935, -0.980754, 4.920826], [1.868178, -0.585638, 1.955064], [0.451017, -1.042701, 2.957984], [2.346120, 1.280968, 3.382423], [0.923160, 1.045972, 4.356696], [-1.551888, 3.358121, 4.515808], [-2.681435, 2.588988, 6.592360], [-3.212056, 0.139751, 6.780926], [-2.574572, -1.338904, 4.922353], [-3.420589, 3.467393, 0.834710], [-3.122173, 3.295401, 2.548978], [-3.857963, 1.179968, 2.643075], [-5.240578, 1.832831, 0.068529], [-5.611172, 2.712542, 1.575440], [-5.874499, 0.971855, 1.478852], [2.656872, 3.968159, -2.804430], [4.086660, 2.966460, -2.484381], [5.111956, 4.818755, -2.024076], [3.740351, 5.708735, -1.923786], [5.261891, 2.926017, -0.370438], [4.132878, 1.000467, -1.832208], [3.908955, -0.557941, 0.182183], [4.534931, -1.187846, -1.321781], [5.672209, -0.856680, -0.036593], [-3.623174, -2.215433, -5.405706], [-3.944598, -3.074676, -4.610396], [-3.512341, -0.896867, -5.073348], [-3.325581, -2.508992, -6.718856], [-3.231088, -0.186039, -5.721255], [-3.727530, -0.643250, -4.130058], [-3.394144, -3.473929, -6.994153], [-3.066112, -1.823192, -7.403861], [0.847461, -3.967832, -6.551184], [1.812516, -4.636140, -6.871165], [-0.427432, -4.263951, -6.939909], [0.960090, -2.841106, -5.775072], [-1.221442, -3.707225, -6.678671], [-0.558169, -5.073101, -7.517688], [1.881558, -2.579418, -5.484031], [0.179987, -2.275068, -5.499077], [2.541683, -3.312385, -0.890501], [2.447966, -3.122079, 0.307777], [3.530815, -4.083393, -1.435522], [1.656569, -2.780962, -1.790244], [3.620265, -4.263012, -2.418553], [4.190167, -4.495424, -0.802151], [0.910737, -2.216045, -1.423256], [1.711151, -2.938778, -2.777862]], "forces_ev_per_a": [[-0.08, -0.52, 0.70], [0.13, -0.32, -0.70], [-0.16, 0.31, 0.16], [0.31, -0.02, -0.49], [-0.34, 0.54, 0.32], [-0.11, -0.29, 0.45], [0.68, 0.32, 0.21], [0.26, 0.05, -0.23], [-0.29, -0.13, 0.59], [0.57, 0.08, -0.88], [-0.31, -0.01, 0.36], [0.00, 0.62, 0.13], [0.09, -0.73, -0.40], [0.25, 0.55, -0.12], [-0.23, -0.38, 0.28], [0.19, 0.28, 0.16], [0.20, 0.07, 0.28], [-0.25, -0.53, -0.34], [-0.13, 0.22, 0.30], [0.02, 0.26, 0.06], [0.03, 0.01, -0.06], [-0.53, -0.48, 0.58], [0.44, 1.89, -0.46], [0.38, -0.56, 0.10], [-0.43, -0.71, 0.27], [0.86, 0.09, 0.15], [-0.25, -0.14, 0.10], [-0.21, -0.25, 0.04], [-0.70, -0.26, -0.28], [0.31, -0.01, 0.08], [-0.01, 0.28, 0.03], [0.93, 0.20, -0.33], [0.19, -0.02, -0.28], [-0.54, 0.05, 0.27], [-0.52, 0.00, 0.40], [-0.15, 0.25, -0.63], [-0.02, -0.24, 0.13], [0.00, -0.13, -0.02], [0.29, 0.38, 0.33], [-0.15, -0.36, -0.15], [0.73, 0.16, 0.12], [-0.98, -0.79, -0.04], [0.32, 0.42, -0.04], [0.60, -0.06, 0.51], [-0.33, -0.15, -0.74], [-0.13, -0.07, -0.26], [-0.52, 0.40, -0.65], [-0.50, -0.28, 0.54], [-0.04, 0.13, -0.24], [-0.01, 0.19, -0.13], [-0.03, -0.04, -0.21], [0.21, 0.11, 0.21], [-0.17, 0.11, 0.34], [-0.08, -0.07, 0.17], [-0.23, -0.06, 0.03], [0.08, -0.16, -0.11], [0.17, -0.26, -0.16], [0.04, 0.11, -0.17], [0.18, -0.04, 0.00], [-0.33, -0.24, -0.14], [-0.14, -0.04, -0.13], [0.07, 0.14, 0.06], [-0.32, -0.10, 0.01], [0.04, 0.04, -0.03], [-0.04, 0.11, 0.05], [-0.05, -0.14, -0.02], [0.01, -0.11, -0.15], [0.19, 0.13, -0.01], [-0.06, 0.24, 0.01], [0.24, -0.29, 0.13], [-0.18, 0.12, -0.11], [0.13, -0.14, -0.09], [-0.08, -0.16, -0.07], [-0.06, -0.04, -0.22], [-0.07, -0.13, -0.13], [0.06, 0.20, -0.06], [0.07, 0.12, 0.13], [0.27, 0.10, 0.12], [0.05, 0.29, -0.20], [0.02, -0.05, 0.27], [0.06, 0.00, 0.03], [0.04, 0.10, 0.35], [0.00, 0.05, -0.05], [0.01, -0.04, -0.03], [0.07, -0.22, -0.12], [0.29, -0.23, -0.03], [-0.04, 0.03, 0.01], [-0.02, -0.02, 0.06], [-0.21, 0.14, -0.01], [-0.10, 0.01, 0.02], [-0.03, -0.03, -0.11], [-0.02, 0.04, 0.08], [-0.03, 0.01, -0.04], [0.03, 0.04, 0.20], [0.02, 0.00, 0.05], [0.05, -0.02, 0.04], [0.08, 0.05, -0.09], [-0.05, -0.02, -0.03], [-0.10, -0.17, -0.09], [0.05, 0.14, 0.05], [0.10, 0.06, -0.04], [0.00, 0.23, 0.05], [-0.05, -0.01, 0.04], [-0.02, -0.01, 0.01], [0.04, -0.10, 0.00], [-0.05, -0.10, -0.04]], "lowdin_charge": [-0.06, -0.26, -0.15, -0.23, -0.16, -0.20, -0.18, -0.14, -0.06, -0.07, -0.28, -0.02, -0.04, -0.05, -0.13, 0.13, -0.14, -0.16, -0.70, -0.15, 0.76, -0.14, 0.79, -0.27, -0.26, -0.47, 0.13, 0.09, -0.39, 0.17, 0.17, -0.54, 0.16, 0.21, 0.16, -0.15, 0.20, -0.19, -0.19, 0.03, -0.23, -0.65, 0.70, -0.74, -0.16, 0.61, 0.19, -0.12, 0.06, 0.08, 0.07, 0.10, 0.11, 0.13, 0.11, 0.11, 0.09, 0.11, 0.11, 0.11, 0.11, 0.11, 0.12, 0.13, 0.11, 0.10, 0.10, 0.08, 0.13, 0.07, 0.06, 0.09, 0.08, 0.12, 0.10, 0.07, 0.07, 0.07, 0.09, 0.07, 0.07, 0.06, -0.68, 0.04, 0.16, 0.13, 0.08, 0.09, 0.10, 0.10, -0.69, 0.03, 0.16, 0.14, 0.05, 0.11, 0.09, 0.09, -0.69, 0.03, 0.16, 0.16, 0.09, 0.11, 0.10, 0.07], "orbital_gap_ev": 8.476}